Entry 1:
12
Properties=species:S:1:pos:R:3:mulliken_charge:R:1 method="wB97M-V/def2-TZVPD" orbital_gap_ev=11.2 total_energy_ev=-8235.3948 max_force_ha_per_bohr=0.0224 homo_energy_ha=-0.379 smiles="CNC=O.C#N"
C -1.3611 0.1968 0.9475 -0.7540
N -0.0145 -0.2612 0.6800 -0.1151
C 1.0817 0.5259 0.6492 0.1137
O 2.1834 0.1614 0.2672 -0.6131
H -1.7832 -0.3012 1.8261 0.2666
H -1.3399 1.2729 1.1388 0.2643
H -2.0078 0.0190 0.0823 0.2937
H 0.1194 -1.2152 0.3725 0.2737
H 0.8823 1.5565 0.9949 0.2808
C 0.7774 -0.6520 -2.3196 0.0687
N -0.1670 -0.8344 -2.9586 -0.3836
H 1.6293 -0.4686 -1.6804 0.3044

Entry 2:
107
Properties=species:S:1:pos:R:3:mulliken_charge:R:1 method="wB97M-V/def2-TZVPD" orbital_gap_ev=6.8 charge=+1 total_energy_ev=-63628.2605 max_force_ha_per_bohr=0.3226 homo_energy_ha=-0.379
Sr -12.5363 -41.3317 -1.6180 2.7373
C -14.9510 -38.9695 -3.0292 -0.0925
C -14.0381 -40.1072 -2.4995 0.9786
O -12.8316 -40.0884 -2.7993 -0.8438
O -14.5234 -40.9143 -1.7242 -0.8744
H -15.0139 -38.0911 -2.3870 1.0397
H -15.9807 -39.3116 -2.9254 -0.9212
H -14.6305 -38.6073 -4.0061 0.4448
C -14.3796 -41.8988 0.3758 0.3071
O -13.3778 -42.0209 -0.2657 -1.2181
N -15.3828 -41.1935 -0.0811 0.2957
N -14.6103 -42.4298 1.4509 -0.1002
H -16.2225 -41.3036 0.4692 0.4710
H -15.2453 -40.7909 -0.9972 -0.2500
H -15.4542 -42.0985 1.8959 0.1593
H -13.8727 -42.7351 2.0696 0.3901
C -14.7547 -37.8777 0.7111 0.4492
O -15.5421 -37.2093 1.3170 -0.6690
N -14.3941 -37.6534 -0.4875 0.3037
N -14.0221 -38.8546 1.2187 -0.2567
H -15.0102 -36.9850 -0.9277 0.4841
H -13.9077 -38.3281 -1.0606 -0.9741
H -13.6280 -39.5915 0.6516 0.0123
H -14.2068 -39.0288 2.1962 0.2890
C -10.6766 -41.1748 -3.5028 0.4546
O -11.2041 -41.8701 -2.6286 -1.2092
N -9.4687 -41.3797 -3.8863 -0.3429
N -11.1477 -40.1201 -3.9917 -0.0136
H -9.0309 -40.8561 -4.6308 0.1673
H -8.8635 -42.0505 -3.4349 0.3026
H -12.1325 -40.0224 -3.7897 -0.4831
H -10.6208 -39.5978 -4.6771 0.3355
C -20.2885 -41.4801 -5.0188 -0.7278
O -19.5661 -41.1973 -3.8118 -0.3926
C -18.2325 -41.8472 -3.8690 -0.4755
C -17.3672 -41.2956 -2.7867 -0.9533
N -15.9355 -41.7199 -2.6584 0.8082
C -15.6899 -42.6475 -1.5708 -0.4098
C -16.1359 -44.0401 -1.9278 -1.5019
O -17.3093 -44.3607 -1.1608 -0.4164
C -18.1331 -45.3753 -1.7814 -0.6140
H -19.7104 -41.1826 -5.8936 0.3174
H -21.2120 -40.9011 -5.0049 0.2803
H -20.4850 -42.5406 -5.1766 0.2804
H -17.6694 -41.7755 -4.7996 0.4898
H -18.4720 -42.8915 -3.6689 0.0697
H -17.8834 -41.1265 -1.8417 0.4778
H -17.1954 -40.2466 -3.0279 0.4572
H -15.2474 -40.9805 -2.6548 -0.9299
H -16.2892 -42.1274 -0.8235 0.4753
H -14.6527 -42.6585 -1.2358 0.6647
H -15.3404 -44.7552 -1.7182 0.4831
H -16.4228 -44.0713 -2.9790 0.5298
H -18.5110 -44.9366 -2.7049 0.1646
H -18.9930 -45.6783 -1.1841 0.2629
H -17.5448 -46.2560 -2.0389 0.2828
C -17.9857 -37.3525 -12.7757 -0.8620
O -17.1678 -37.7267 -11.6941 -0.2981
C -17.6560 -37.5509 -10.4084 -0.8611
C -16.4060 -37.7894 -9.5042 -0.2955
N -15.8824 -39.1106 -9.3440 -0.2698
C -14.6009 -39.0357 -8.6807 -0.9526
C -14.7214 -38.6454 -7.1871 -0.2880
O -13.3807 -38.8543 -6.6468 -0.4801
C -13.3315 -38.8507 -5.2197 0.8242
H -17.5862 -37.8019 -13.6849 0.2619
H -18.1459 -36.2810 -12.8946 0.3374
H -19.0478 -37.5976 -12.7781 0.3520
H -18.3742 -38.3073 -10.0921 0.3298
H -18.3260 -36.6913 -10.3933 0.4653
H -16.7873 -37.5012 -8.5246 0.2709
H -15.7073 -37.0374 -9.8710 0.2524
H -15.9735 -39.5868 -10.2300 0.2764
H -13.8140 -38.5317 -9.2419 0.3484
H -14.1826 -40.0336 -8.5489 0.4514
H -15.3946 -39.3243 -6.6635 0.2727
H -15.0480 -37.6288 -6.9682 0.2969
H -13.9449 -39.6411 -4.7872 0.0599
H -13.5090 -37.8302 -4.8802 -0.0219
H -12.3385 -38.9276 -4.7767 -0.5710
C -14.2507 -36.1143 -4.5676 -0.7472
O -13.0939 -35.9450 -3.7353 -0.5169
C -12.7770 -37.0973 -3.0876 0.4760
C -11.6467 -36.7643 -1.9866 -1.3736
N -11.9430 -35.5300 -1.2601 -0.3951
C -13.2870 -35.3917 -0.6382 1.6941
C -13.2009 -34.6773 0.7118 -1.1324
O -13.0730 -33.2955 0.6546 -0.3453
C -12.5794 -32.6184 1.7801 -0.7524
H -14.2372 -35.2608 -5.2454 0.4416
H -15.1612 -36.1046 -3.9684 0.2669
H -14.3499 -37.0178 -5.1692 0.2919
H -12.3426 -37.8950 -3.6903 1.6483
H -13.5920 -37.4685 -2.4663 -0.8618
H -10.6362 -36.6696 -2.3841 0.3198
H -11.5971 -37.6270 -1.3222 0.2829
H -11.7913 -34.8255 -1.9677 0.3692
H -13.6912 -36.3813 -0.4251 -1.5678
H -13.9161 -34.9037 -1.3827 0.3297
H -12.3948 -35.2073 1.2191 0.3218
H -14.0653 -34.9014 1.3368 0.4882
H -11.9524 -33.2290 2.4297 0.3062
H -13.4385 -32.3232 2.3824 0.2927
H -11.9662 -31.7308 1.6242 0.2692
O -15.0501 -42.1961 -4.3569 -0.8881
H -15.7284 -42.2889 -3.6880 0.6061
H -14.4522 -41.5378 -4.0026 0.2804